Density functional theory data (wB97M-V/def2-TZVPD) for a molecular structure, C35H39N2O4P3Pd.

Cartesian coordinates (Å):
P  -2.37  1.13  2.06
C  -1.62  2.80  4.14
C  -4.56  -3.84  -3.12
H  0.27  -1.75  -2.98
C  -2.86  -0.11  3.28
H  4.13  0.34  -2.51
H  4.27  -3.82  -3.65
H  -2.52  -1.16  -3.42
O  -1.62  -0.78  -0.02
C  -2.26  2.72  2.90
H  -1.88  6.13  4.68
H  -3.83  0.14  3.70
H  2.80  4.44  4.52
H  0.86  3.78  -3.90
C  -4.01  -2.67  -3.64
C  -2.76  3.88  2.31
N  0.84  3.70  1.41
H  0.24  -4.24  -1.94
C  1.15  1.94  -2.85
C  -2.40  -2.64  -1.85
H  -3.28  3.84  1.36
H  2.08  -5.74  1.61
C  0.44  -4.15  -0.87
H  -0.27  -2.17  1.80
C  3.99  -3.36  -2.72
H  -0.56  -0.23  -2.64
C  0.14  -2.99  1.23
O  1.28  0.02  0.00
C  3.41  1.09  -2.80
C  3.29  -2.17  -0.29
H  2.66  -1.95  -3.64
H  1.45  5.17  3.62
O  1.76  3.11  3.42
C  3.08  -2.31  -2.70
C  -2.61  5.10  2.95
H  -5.40  -4.31  -3.61
C  -1.97  5.17  4.18
H  -0.69  4.03  0.20
C  4.55  -3.81  -1.52
P  -1.07  -1.85  -0.97
C  -0.10  -3.09  -0.14
H  1.23  4.62  1.51
H  -3.49  1.94  0.08
C  2.27  4.45  3.57
C  4.20  -3.21  -0.32
H  -4.46  -5.32  -1.57
H  3.01  -1.70  0.64
H  5.26  -4.62  -1.54
H  3.25  4.02  -4.50
H  4.88  2.30  -3.80
C  -2.95  -3.81  -1.33
C  2.92  3.16  -3.92
H  -4.42  -2.23  -4.54
C  2.07  0.95  -2.46
H  -3.87  0.25  0.43
H  1.12  -3.88  2.92
H  4.64  -3.56  0.61
H  2.98  4.69  2.78
H  -2.12  -0.17  4.07
C  1.47  -4.99  1.12
H  -4.65  1.55  1.38
C  1.22  -5.09  -0.24
H  0.10  1.84  -2.60
O  0.62  1.62  2.35
H  -2.54  -4.26  -0.44
Pd  -0.49  0.56  1.02
C  0.00  -1.05  -2.19
H  -1.22  1.91  4.61
C  -3.73  1.24  0.87
H  0.67  3.44  -0.55
C  2.74  -1.72  -1.49
N  0.09  3.38  0.28
H  -3.02  6.00  2.49
C  0.93  -3.95  1.86
C  -1.48  4.02  4.77
P  1.53  -0.40  -1.43
H  -2.92  -1.08  2.78
C  3.83  2.20  -3.53
C  -2.94  -2.07  -3.01
H  -1.00  4.07  5.74
C  -4.03  -4.41  -1.97
H  1.64  -5.91  -0.81
C  1.05  2.78  2.36
C  1.58  3.04  -3.58

Calculated values
E_LUMO	-5.33	eV
frontier orbital gap	8.70	eV
energy above the lowest of the compared OMol25 structures with the same formula, charge and spin	4.80	kJ/mol
HOMO level	-0.5155	Eh
total charge	+2


Density functional theory data (wB97M-V/def2-TZVPD) for a molecular structure, C35H39N2O8P3Ti.

Cartesian coordinates (Å):
C  1.63  -1.71  2.50
H  -0.50  5.30  -1.73
O  -4.30  -1.58  -1.89
C  0.21  6.61  -0.18
H  3.68  -4.31  3.22
H  -4.07  0.85  -2.93
C  1.39  1.77  -1.67
C  3.83  -2.47  1.36
H  3.04  3.08  -2.31
H  -2.94  -4.10  0.58
H  0.89  7.68  1.55
C  0.72  3.17  3.96
C  2.07  3.17  3.64
H  3.37  3.21  6.76
H  -1.53  0.31  4.92
C  2.63  3.20  5.97
H  3.53  -1.86  0.52
H  5.51  -2.63  2.73
H  -0.08  -3.28  4.97
C  1.28  3.20  6.30
C  -3.90  4.32  4.33
H  -0.73  3.17  5.56
H  1.92  -4.73  4.90
H  -0.83  3.39  -0.21
H  0.22  0.45  4.71
H  0.97  3.21  7.34
C  0.59  -1.98  3.40
O  -1.96  -3.07  -1.65
C  2.37  0.99  0.13
O  -0.23  1.77  1.83
C  0.72  -3.07  4.26
H  3.98  -3.47  0.96
C  3.02  3.18  4.64
H  -4.84  -1.52  0.80
C  0.32  3.18  5.30
C  5.17  -1.98  1.92
H  2.38  3.15  2.60
H  0.36  7.45  -0.85
C  -0.15  4.46  1.53
O  -3.57  1.30  -2.23
P  -2.57  0.34  -1.49
H  4.26  2.13  -0.09
H  4.08  3.18  4.39
C  -3.50  -1.07  -0.82
H  -0.45  -0.85  5.70
C  0.51  6.74  1.17
P  -2.20  -2.32  -0.39
O  -1.63  -0.24  -2.63
O  -2.76  -3.18  0.82
C  2.49  0.13  1.25
O  -1.03  -1.51  0.18
C  -0.46  4.33  0.17
C  2.82  -3.64  3.30
C  0.34  5.67  2.02
H  5.94  -1.99  1.15
C  2.74  -2.57  2.41
P  -0.44  3.06  2.61
H  -3.81  -2.31  -2.30
H  0.59  5.77  3.07
C  -0.27  5.41  -0.68
N  1.22  0.92  -0.64
H  -5.76  3.27  4.51
C  -4.40  -0.64  0.32
H  -3.85  -0.07  1.07
H  -2.60  1.16  2.54
O  -1.87  1.10  -0.42
H  -1.44  -1.19  -2.59
C  -2.59  4.27  3.87
H  -4.93  1.24  3.36
H  3.43  0.09  1.80
H  -1.51  -1.84  3.63
C  -0.61  -0.26  4.80
C  1.84  -3.89  4.23
H  5.11  -0.97  2.33
H  -5.20  -0.02  -0.07
C  -0.67  -1.16  3.57
C  3.27  1.88  -0.45
C  2.64  2.38  -1.60
H  0.62  1.89  -2.41
C  -4.27  2.09  3.50
H  -1.94  5.13  4.00
C  -2.97  2.04  3.04
H  -4.26  5.21  4.82
H  -0.89  -0.52  2.71
Ti  -0.20  0.18  0.63
C  -2.12  3.13  3.23
N  1.49  -0.63  1.59
C  -4.74  3.23  4.15

Calculated values
2S+1	2
E_LUMO (spin up / spin down)	-2.57 / -2.60	eV
⟨S²⟩	0.753
frontier orbital gap (spin up / spin down)	7.63 / 7.71	eV
energy above the lowest of the compared OMol25 structures with the same formula, charge and spin	33.36	kJ/mol
HOMO level (spin up / spin down)	-0.3750 / -0.3788	Eh
total charge	+1


Density functional theory data (wB97M-V/def2-TZVPD) for a molecular structure, C35H40BN9OPbS4.

Cartesian coordinates (Å):
H  -5.37  3.96  -1.51
H  -0.74  3.33  3.23
C  -5.22  0.01  -2.47
H  -4.12  5.12  -1.09
H  -6.18  -0.33  -2.84
S  -1.74  -1.58  2.00
H  -1.89  -3.29  3.71
N  4.37  2.50  1.38
C  0.42  0.90  2.54
C  -0.12  -5.11  -0.02
N  1.25  0.22  -1.86
C  -0.76  -3.87  -0.34
N  -0.69  0.71  0.67
H  1.87  3.77  1.92
C  -3.34  3.31  -2.00
C  -2.73  0.90  -1.53
S  1.21  -3.38  1.41
N  -2.19  -1.47  -1.10
N  2.21  1.22  -1.59
H  2.92  -3.70  0.91
H  -0.28  -7.26  0.02
C  -4.90  1.35  -2.45
C  2.76  -2.29  2.24
H  6.05  4.84  -0.20
C  0.10  -3.58  2.90
O  0.25  -2.23  -2.16
H  -1.88  -3.95  2.08
C  5.40  4.04  0.11
N  1.37  1.86  0.94
H  3.16  2.67  -2.86
C  2.45  1.87  -2.75
C  -1.05  0.91  1.81
C  -4.27  -0.90  -2.00
H  4.32  3.48  -1.71
C  -3.42  3.85  -3.43
H  -5.64  2.06  -2.82
B  2.84  1.37  -0.13
H  -1.76  4.69  -1.49
C  3.21  -2.58  0.76
C  -3.03  -0.47  -1.53
H  -1.74  0.02  3.88
C  2.50  -0.89  2.75
C  5.20  -1.70  1.02
H  0.53  -3.00  3.71
C  -1.94  3.61  -1.46
N  3.47  -0.22  0.28
C  4.51  3.34  -0.67
C  -4.35  4.05  -1.12
H  -1.81  3.28  -0.43
H  -0.40  -1.06  4.13
H  -2.73  3.31  -4.09
H  0.97  -5.10  0.35
C  -0.25  2.71  2.50
S  1.77  0.25  1.47
C  4.82  -0.41  0.64
H  1.90  -0.92  3.67
H  -0.34  2.23  1.49
C  -3.65  1.81  -1.99
H  -2.59  -7.28  -0.87
N  2.62  -1.94  -0.18
H  -1.76  1.18  -1.16
C  -2.08  -6.34  -0.72
Pb  0.19  -1.50  -0.12
H  0.21  -0.33  -3.59
H  -4.43  3.75  -3.85
H  4.17  -1.87  1.30
H  3.46  -0.44  3.02
C  0.94  0.32  -3.13
H  -3.16  4.91  -3.46
C  -1.39  -3.22  2.74
H  -3.72  -5.19  -1.44
H  6.10  -2.21  1.30
H  3.19  -2.91  3.02
H  0.15  -4.63  3.18
H  -1.16  3.13  -2.06
H  5.49  0.44  0.58
C  -2.06  -3.93  -0.86
H  5.79  3.74  2.29
C  1.20  2.93  1.77
C  1.67  1.34  -3.74
N  3.90  2.42  0.11
C  -0.94  -0.49  3.36
C  5.26  3.47  1.39
H  -1.99  0.45  2.07
C  -2.72  -2.64  -1.23
C  -0.78  -6.32  -0.22
H  -4.34  3.67  -0.10
H  1.65  1.66  -4.77
S  -4.35  -2.63  -1.90
C  -2.71  -5.15  -1.04
H  0.93  1.37  3.40

Calculated values
2S+1	2
E_LUMO (spin up / spin down)	2.21 / 1.97	eV
⟨S²⟩	0.926
frontier orbital gap (spin up / spin down)	5.32 / 4.78	eV
HOMO level (spin up / spin down)	-0.1145 / -0.1034	Eh
total charge	-1


Density functional theory data (wB97M-V/def2-TZVPD) for a molecular structure, C35H40BaBr2N6PS2.

Cartesian coordinates (Å):
H  -4.76  -2.65  -3.11
C  -3.89  0.14  -1.90
C  -4.71  -4.73  -3.63
H  3.76  2.87  2.91
C  -5.33  0.43  0.01
H  1.25  7.50  -1.23
H  -2.06  -6.79  -3.22
H  -3.88  -0.59  5.61
C  0.55  6.68  -1.15
H  2.09  -2.53  1.33
C  0.21  2.27  -4.12
H  -3.34  -4.28  5.17
C  -4.92  -0.81  0.50
H  0.32  -2.41  1.16
C  -4.00  -1.56  -0.20
C  -2.84  -3.53  -2.70
H  -1.08  -4.69  -2.35
C  -1.25  4.51  -0.92
C  -1.61  5.71  -1.57
H  -5.74  -4.74  -3.98
C  0.92  5.50  -0.51
H  0.72  3.22  -4.19
C  -4.81  0.90  -1.19
C  -2.06  -0.79  2.54
C  3.37  3.69  3.52
H  0.98  2.84  4.64
H  -0.04  2.00  -6.23
S  0.69  2.97  0.43
S  -2.48  3.24  -0.86
H  2.48  4.07  3.01
C  1.86  2.32  5.01
H  -3.46  0.54  -2.81
C  -0.73  6.78  -1.69
C  -2.38  -1.44  3.53
Br  1.18  -4.34  -0.15
H  0.26  2.24  -1.96
H  -4.32  -2.19  6.24
H  -3.86  -3.72  3.57
H  -5.28  -1.16  1.46
H  -6.02  1.04  0.57
H  -1.91  -2.80  6.62
C  -2.10  -4.70  -2.72
H  -5.08  1.88  -1.56
H  -0.72  -2.61  5.31
H  -3.64  -2.49  0.23
C  4.31  2.57  5.57
P  -2.03  -2.01  -2.09
C  -1.10  -0.09  -3.80
C  -2.77  -2.23  4.71
H  4.59  1.67  5.02
H  -2.17  -4.13  3.85
C  -3.47  -1.10  -1.41
H  1.91  5.41  -0.10
C  -0.22  1.59  -5.24
H  -4.87  -1.67  4.63
N  -0.70  0.56  -2.72
H  -1.05  7.68  -2.19
H  -1.22  -0.18  -5.96
N  2.00  1.11  4.23
C  -0.88  0.39  -5.10
C  -0.05  1.73  -2.87
H  4.12  2.27  6.61
Ba  -1.33  0.70  0.32
N  2.03  -0.33  2.63
C  0.05  4.41  -0.39
H  -4.39  -6.81  -4.03
H  5.16  3.25  5.56
C  1.80  0.92  2.92
N  2.37  -0.07  4.76
C  3.09  3.23  4.95
C  -4.04  -1.63  5.34
H  1.50  1.71  2.24
H  1.66  2.00  6.04
N  -1.78  -1.28  -3.62
H  -2.60  5.78  -1.98
H  -1.44  -1.18  6.07
H  4.13  4.48  3.52
C  -3.96  -5.89  -3.66
Br  1.49  -1.22  -0.70
C  -4.16  -3.55  -3.15
N  2.39  -0.92  3.80
C  -3.05  -3.68  4.30
C  -1.64  -2.21  5.75
C  -2.65  -5.88  -3.20
H  2.82  4.11  5.54
C  1.26  -2.58  0.64
H  -2.34  -1.59  -4.40

Calculated values
E_LUMO	2.15	eV
frontier orbital gap	5.90	eV
energy above the lowest of the compared OMol25 structures with the same formula, charge and spin	0.00	kJ/mol
HOMO level	-0.1379	Eh
total charge	-1


Density functional theory data (wB97M-V/def2-TZVPD) for a molecular structure, C35H40Cl2CoN5O2S2.

Cartesian coordinates (Å):
H  4.81  1.56  -6.54
O  1.76  0.74  2.82
H  -5.91  0.12  -3.13
H  -1.32  -3.48  -3.30
H  -0.25  4.22  -2.19
C  -1.98  2.94  -2.16
Co  0.43  1.00  1.51
S  -0.50  -1.85  0.29
C  -1.87  1.27  -0.45
C  0.86  2.55  5.88
H  0.84  -1.49  3.14
C  -2.68  -1.95  -2.62
C  -2.92  -1.31  -3.83
C  1.74  1.18  4.02
H  -3.51  1.46  -1.79
H  -3.68  3.96  -2.97
C  3.66  -0.31  -2.42
H  -2.28  0.42  0.08
C  0.50  -1.73  -3.58
H  0.24  -0.72  -3.91
N  -0.19  -2.06  -2.33
S  2.08  0.10  0.13
C  -3.61  -1.84  -1.60
N  -0.67  1.69  -0.04
H  1.60  -3.34  4.36
C  -4.07  -0.55  -4.01
H  2.25  -2.91  -3.12
C  -2.70  3.60  -3.30
C  0.83  -3.10  5.10
N  2.37  -1.01  -2.24
C  3.25  2.63  -5.52
H  -1.40  0.05  3.71
H  -3.44  -2.37  -0.67
H  -4.25  -0.06  -4.96
N  0.09  -1.25  3.80
C  1.61  -0.84  -1.17
H  1.98  1.80  -2.49
C  -5.00  -0.45  -2.99
H  -1.69  -2.99  6.09
C  -2.55  1.86  -1.49
H  -1.29  -4.40  3.95
H  -2.88  2.88  -4.10
H  1.26  -2.41  5.82
H  4.41  -1.07  -2.67
H  -1.03  -1.35  6.16
H  -0.88  3.39  4.20
C  2.74  0.72  4.94
H  2.54  -1.56  -4.22
C  -0.99  -3.49  3.44
H  1.73  3.49  -4.28
C  -0.74  3.38  -1.72
C  -1.45  -2.81  -2.44
C  4.19  1.61  -5.65
C  1.83  2.08  6.71
C  -0.12  2.74  -0.67
C  4.32  0.66  -4.65
C  -1.43  -2.11  5.49
H  -1.89  -3.10  2.94
H  0.17  -2.44  -4.34
C  1.98  -1.88  -3.35
C  2.60  1.75  -3.38
C  0.80  2.10  4.53
C  3.53  0.72  -3.51
H  5.06  -0.13  -4.76
O  -0.55  2.30  2.57
N  -0.86  -0.51  3.05
H  -2.35  -1.74  5.05
H  3.94  0.14  -1.47
H  -0.26  -3.75  2.67
H  3.14  3.37  -6.30
H  3.54  0.77  6.90
C  0.26  -1.62  -1.15
H  0.85  3.06  -0.31
Cl  3.89  -0.43  4.37
C  -0.40  -2.49  4.43
H  -1.55  -3.42  -1.55
C  2.46  2.69  -4.38
C  -4.77  -1.11  -1.79
H  0.13  3.26  6.24
C  -0.25  2.62  3.73
H  -2.14  4.44  -3.70
H  0.57  -4.03  5.61
H  -1.53  -1.13  2.59
C  2.78  1.15  6.23
H  -5.51  -1.06  -0.99
H  -2.22  -1.42  -4.66
Cl  1.92  2.59  8.36

Calculated values
2S+1	2
E_LUMO (spin up / spin down)	-3.44 / -3.45	eV
⟨S²⟩	0.763
frontier orbital gap (spin up / spin down)	6.68 / 6.67	eV
energy above the lowest of the compared OMol25 structures with the same formula, charge and spin	0.00	kJ/mol
HOMO level (spin up / spin down)	-0.3720 / -0.3719	Eh
total charge	+1


no.,DFT total energy (eV)
1,-79435.5776
2,-107276.5118
3,-101637.2980
4,-217625.3829
5,-132828.3829